Record 1
DFT (ωB97M-V/def2-TZVPD) results for a structure of composition C29H25Cl4F7MoN3O8S3 in a non-equilibrium geometry.

## Properties
* energy relative to the best compared isomer or geometry (same formula, charge and spin): 50.0 kcal per mole
* frontier orbital gap (spin up / spin down): 0.2240 / 0.1994 Eh
* DFT total energy: -154806.3662 eV
* expectation value of S²: 2.013
* total charge: -1
* spin multiplicity: 3

CARTESIAN COORDINATES (ANGSTROEM)
Mo -0.041 -0.538 -0.011
F 1.857 -1.921 -3.840
C 1.857 -0.592 -3.756
F 2.607 -0.222 -2.724
F 2.403 -0.094 -4.871
S 0.117 0.005 -3.590
O -0.318 -0.504 -2.305
O -0.539 -0.502 -4.752
N 0.223 1.566 -3.657
S 0.406 2.468 -2.378
O 1.132 1.843 -1.296
O -0.758 3.242 -2.059
C 1.590 3.707 -3.051
F 1.862 4.586 -2.076
F 2.731 3.146 -3.442
F 1.065 4.371 -4.080
Cl 7.228 -2.632 0.907
C 5.532 -2.386 0.534
C 4.930 -1.182 0.845
C 3.591 -1.006 0.548
Cl 2.887 0.547 0.926
C 2.784 -1.994 -0.064
O 1.543 -1.866 -0.355
C 3.477 -3.197 -0.360
Cl 2.590 -4.482 -1.121
C 4.811 -3.399 -0.074
H 5.492 -0.384 1.308
H 5.281 -4.340 -0.321
C -0.752 -1.119 5.755
C 0.036 -2.184 5.010
N -0.741 -2.835 3.963
C -1.472 -4.032 4.374
C -0.681 -5.304 4.120
C -0.769 -2.389 2.682
S -0.004 -0.894 2.348
N -1.466 -3.213 1.863
C -1.713 -3.000 0.583
O -1.360 -2.064 -0.197
C -2.573 -4.059 -0.077
C -2.852 -3.956 -1.435
C -3.636 -4.919 -2.055
C -4.138 -5.986 -1.323
C -3.854 -6.095 0.032
C -3.073 -5.132 0.653
H -0.149 -0.694 6.559
H -1.656 -1.542 6.199
H -1.042 -0.316 5.080
H 0.352 -2.971 5.699
H 0.939 -1.765 4.568
H -2.424 -4.061 3.849
H -1.687 -3.913 5.439
H -0.479 -5.408 3.055
H -1.241 -6.179 4.456
H 0.272 -5.289 4.652
H -2.445 -3.127 -1.998
H -3.848 -4.834 -3.113
H -4.747 -6.737 -1.812
H -4.239 -6.929 0.605
H -2.837 -5.202 1.705
Cl -4.587 2.635 -0.498
C -3.762 1.478 0.583
C -2.283 1.738 0.638
O -1.955 2.909 1.180
O -1.474 0.912 0.261
H -3.927 0.477 0.199
H -4.209 1.596 1.568
F 0.255 7.976 4.091
C 0.047 6.792 3.469
C -0.943 6.711 2.511
C -1.152 5.497 1.875
C -0.386 4.384 2.203
C -0.554 3.079 1.488
C 0.597 4.503 3.178
C 0.829 5.711 3.819
H -1.528 7.587 2.271
H -1.918 5.416 1.116
H -0.227 2.239 2.106
H 0.009 3.056 0.555
H 1.194 3.637 3.440
H 1.590 5.819 4.579


Record 2
DFT (ωB97M-V/def2-TZVPD) results for a cluster of 2 separate species, C3H9OS in total in a non-equilibrium geometry.

## Properties
* energy relative to the best compared isomer or geometry (same formula, charge and spin): 11.5 kcal per mole
* frontier orbital gap: 0.2467 Eh
* DFT total energy: -16140.5557 eV
* total charge: -1

CARTESIAN COORDINATES (ANGSTROEM)
C 0.347 -0.580 -1.549
C 0.901 -0.383 -0.134
C 0.821 1.107 0.260
S -0.961 1.772 0.458
H 0.934 -0.227 -2.422
H 0.000 -1.588 -1.776
H -0.503 0.112 -1.529
H 1.939 -0.715 -0.067
H 0.279 -0.909 0.595
H 1.316 1.155 1.247
H 1.387 1.769 -0.431
H -1.841 -0.010 1.241
H -2.769 -0.769 2.194
O -1.850 -0.734 1.915


Record 3
DFT (ωB97M-V/def2-TZVPD) results for a cluster of 2 separate species, C3H11NO3 in total in a non-equilibrium geometry.

## Properties
* SMILES string: NC(CO)CO.O
* energy relative to the best compared isomer or geometry (same formula, charge and spin): 73.2 kcal per mole
* frontier orbital gap: 0.3743 Eh
* DFT total energy: -10919.8294 eV

CARTESIAN COORDINATES (ANGSTROEM)
N -1.575 -1.483 1.837
C -1.156 -0.891 0.504
C -1.217 0.656 0.486
O -1.341 1.101 -0.855
C 0.216 -1.528 0.117
O 0.109 -2.835 -0.334
H -0.862 -1.430 2.624
H -2.281 -0.912 2.254
H -1.898 -1.187 -0.233
H -0.385 1.091 0.967
H -2.299 1.004 0.871
H -0.343 1.279 -1.047
H 0.863 -1.624 0.967
H 0.689 -0.943 -0.755
H -0.637 -3.361 0.185
O 3.901 3.543 -2.375
H 4.533 3.115 -2.902
H 3.682 4.404 -2.311


Record 4
DFT (ωB97M-V/def2-TZVPD) results for a structure of composition C15H30BCl2F4N3S5SeW in a non-equilibrium geometry.

## Properties
* energy relative to the best compared isomer or geometry (same formula, charge and spin): 33.0 kcal per mole
* frontier orbital gap (spin up / spin down): 0.2631 / 0.2551 Eh
* DFT total energy: -178442.8795 eV
* expectation value of S²: 2.021
* total charge: +2
* spin multiplicity: 3

CARTESIAN COORDINATES (ANGSTROEM)
W -1.064 -0.261 0.421
C -1.034 -1.432 4.039
C -1.769 -2.577 3.369
S -1.520 -2.668 1.591
C -0.011 -3.646 1.431
C 1.285 -2.954 1.825
S 1.492 -1.434 0.874
C 2.383 -0.372 2.005
C 2.248 1.037 1.454
S 0.561 1.648 1.188
C 0.109 2.263 2.824
C -0.225 1.196 3.842
S -1.487 0.085 3.188
H 0.047 -1.559 4.012
H -1.345 -1.350 5.082
H -2.846 -2.479 3.502
H -1.476 -3.539 3.791
H 0.006 -3.962 0.392
H -0.164 -4.541 2.035
H 2.123 -3.615 1.600
H 1.318 -2.718 2.886
H 3.434 -0.661 2.029
H 1.981 -0.463 3.013
H 2.731 1.117 0.479
H 2.723 1.768 2.110
H -0.729 2.933 2.640
H 0.943 2.881 3.159
H -0.623 1.662 4.743
H 0.647 0.609 4.123
Se -3.018 1.367 0.627
C -2.158 3.008 0.593
N -1.613 4.024 0.589
F -1.225 -4.117 -1.648
B -0.239 -3.473 -2.249
F -0.526 -1.557 -0.946
F 0.993 -3.612 -1.775
F -0.444 -2.813 -3.366
Cl -4.738 -1.397 1.550
C -4.715 -1.855 -0.145
Cl -3.144 -1.478 -0.957
H -5.468 -1.293 -0.682
H -4.835 -2.927 -0.240
C 1.820 -0.430 -2.613
N 1.647 0.996 -2.824
C 2.861 1.686 -3.273
C 0.505 1.649 -2.622
S -0.873 1.259 -1.605
N 0.319 2.800 -3.288
C 0.684 2.908 -4.710
C -0.586 3.864 -2.833
H 2.197 -0.884 -3.530
H 0.873 -0.880 -2.363
H 2.552 -0.604 -1.823
H 3.694 1.287 -2.695
H 2.775 2.752 -3.083
H 3.061 1.514 -4.329
H 1.024 1.950 -5.088
H 1.452 3.665 -4.867
H -0.212 3.195 -5.258
H -0.562 3.953 -1.751
H -1.608 3.680 -3.166
H -0.229 4.793 -3.276


Record 5
DFT (ωB97M-V/def2-TZVPD) results for an isolated molecule of C2H4N2OS2 in a non-equilibrium geometry.

## Properties
* SMILES string: NC(=S)C(=S)NO
* energy relative to the best compared isomer or geometry (same formula, charge and spin): 93.9 kcal per mole
* frontier orbital gap: 0.2941 Eh
* DFT total energy: -28833.0116 eV

CARTESIAN COORDINATES (ANGSTROEM)
N 0.243 0.321 1.584
C 0.532 0.608 0.285
S 1.908 1.273 -0.182
C -0.828 0.249 -0.380
S -2.262 0.966 -0.048
N -0.442 -0.600 -1.443
O 0.786 -1.332 -1.260
H 0.927 0.462 2.287
H -0.853 0.426 1.692
H -0.823 -0.689 -2.407
H 0.811 -1.684 -0.127


Record 6
DFT (ωB97M-V/def2-TZVPD) results for a structure of composition C32H52N5Na in a non-equilibrium geometry.

## Properties
* energy relative to the best compared isomer or geometry (same formula, charge and spin): 9.8 kcal per mole
* frontier orbital gap: 0.2187 Eh
* DFT total energy: -45895.2429 eV

CARTESIAN COORDINATES (ANGSTROEM)
Na 0.595 -0.491 0.235
C 5.062 1.350 -1.260
C 3.922 0.683 -0.527
N 3.451 -0.470 -0.762
C 4.024 -1.387 -1.700
C 3.175 -2.660 -1.809
N 2.662 -3.085 -0.525
C 1.524 -3.970 -0.639
C 0.776 -4.048 0.688
N 0.089 -2.799 0.975
C -0.342 -2.670 2.352
C -0.740 -1.224 2.666
N 0.355 -0.389 2.366
C 0.719 0.667 2.976
C 0.093 1.254 4.213
C 1.852 1.367 2.371
C 2.392 2.542 2.914
C 3.428 3.161 2.252
C 3.936 2.595 1.093
C 3.357 1.412 0.626
N 2.328 0.844 1.241
H 5.324 0.799 -2.158
H 5.945 1.406 -0.623
H 4.776 2.359 -1.552
H 5.025 -1.658 -1.345
H 4.127 -0.952 -2.704
H 3.810 -3.463 -2.201
H 2.357 -2.496 -2.535
H 2.384 -2.265 0.009
H 1.891 -4.967 -0.912
H 0.826 -3.650 -1.435
H 1.519 -4.216 1.472
H 0.095 -4.917 0.671
H -0.735 -2.726 0.379
H 0.511 -2.930 2.987
H -1.182 -3.344 2.604
H -1.110 -1.164 3.701
H -1.551 -0.919 1.974
H -0.715 0.630 4.582
H -0.310 2.241 3.994
H 0.835 1.354 5.001
H 2.012 2.961 3.830
H 3.847 4.081 2.628
H 4.757 3.078 0.588
C -1.582 -0.766 -1.175
C -1.041 0.535 -1.277
C -1.672 1.321 -0.251
C -2.541 0.466 0.426
C -2.522 -0.827 -0.146
C -3.619 -1.858 0.027
C -4.801 -1.358 -0.823
C -4.098 -1.973 1.478
C -3.254 -3.258 -0.486
C -1.632 2.811 0.075
C -2.080 3.660 -1.129
C -2.627 3.150 1.199
C -0.263 3.291 0.578
C -0.203 0.876 -2.509
C -1.159 1.273 -3.650
C 0.594 -0.350 -2.980
C 0.859 1.965 -2.326
H -1.412 -1.568 -1.877
H -3.205 0.754 1.221
H -5.104 -0.367 -0.498
H -5.653 -2.031 -0.737
H -4.509 -1.299 -1.869
H -4.352 -0.995 1.876
H -3.341 -2.420 2.118
H -4.992 -2.594 1.528
H -2.894 -3.214 -1.510
H -4.144 -3.887 -0.475
H -2.501 -3.744 0.134
H -3.016 3.274 -1.532
H -1.336 3.676 -1.919
H -2.248 4.689 -0.809
H -3.650 2.951 0.888
H -2.544 4.209 1.436
H -2.417 2.588 2.107
H 0.559 2.898 -0.008
H -0.112 2.969 1.607
H -0.212 4.381 0.561
H -1.848 0.456 -3.852
H -0.607 1.497 -4.563
H -1.747 2.143 -3.378
H -0.049 -1.160 -3.309
H 1.234 -0.698 -2.171
H 1.225 -0.076 -3.825
H 0.431 2.931 -2.086
H 1.424 2.081 -3.253
H 1.560 1.674 -1.541


Record 7
DFT (ωB97M-V/def2-TZVPD) results for a cluster of 2 separate species, C4H12 in total in a non-equilibrium geometry.

## Properties
* SMILES string: CC.CC
* energy relative to the best compared isomer or geometry (same formula, charge and spin): 27.3 kcal per mole
* frontier orbital gap: 0.4480 Eh
* DFT total energy: -4341.3430 eV

CARTESIAN COORDINATES (ANGSTROEM)
C -0.486 -2.650 -0.462
C 0.374 -2.905 0.786
H -0.862 -1.666 -0.666
H 0.001 -2.881 -1.469
H -1.353 -3.333 -0.357
H 0.369 -3.857 1.266
H 0.216 -1.998 1.415
H 1.362 -2.561 0.440
C 0.071 3.112 0.523
C 0.095 2.380 -0.826
H 0.108 2.558 1.505
H 0.847 3.890 0.672
H -0.950 3.510 0.851
H 0.744 1.445 -0.819
H -0.885 2.010 -1.131
H 0.350 2.950 -1.729


Record 8
DFT (ωB97M-V/def2-TZVPD) results for a structure of composition C10H15LuO7P in a non-equilibrium geometry.

## Properties
* energy relative to the best compared isomer or geometry (same formula, charge and spin): 119.9 kcal per mole
* frontier orbital gap (spin up / spin down): 0.2129 / 0.2097 Eh
* DFT total energy: -67818.5679 eV
* total charge: +3

CARTESIAN COORDINATES (ANGSTROEM)
Lu -1.581 0.978 -1.184
O -3.228 -1.412 -3.009
C -2.746 -0.495 -2.449
C -2.723 1.844 0.505
O -3.098 2.188 1.531
C -0.273 2.313 -2.362
O 0.594 2.947 -2.846
C -3.252 2.450 -2.361
O -4.026 3.135 -2.887
C -0.020 -3.791 -1.466
C -0.510 -2.483 -0.884
O 0.381 -1.467 -1.461
P 0.468 -0.117 -0.379
O 1.892 -0.414 0.290
C 2.071 -1.553 1.146
C 1.467 -1.201 2.497
O 0.088 1.279 0.900
C 1.128 2.180 0.811
C 0.806 3.273 1.831
H -0.021 -3.721 -2.572
H -0.726 -4.563 -1.119
H 1.010 -4.025 -1.112
H -1.537 -2.232 -1.206
H -0.468 -2.501 0.235
H 1.602 -2.489 0.736
H 3.167 -1.700 1.213
H 0.377 -1.071 2.445
H 1.712 -1.996 3.212
H 1.935 -0.261 2.824
H 2.091 1.686 1.096
H 1.244 2.634 -0.215
H 0.714 2.804 2.835
H 1.618 4.022 1.846
H -0.156 3.760 1.560


Q: Among the records above, which one has the lowest DFT total energy?
A: C15H30BCl2F4N3S5SeW